A cluster of 2 separate species, C2H6N2O in total in a non-equilibrium geometry, computed with wB97M-V/def2-TZVPD.

The geometry in XYZ format:
```
11
Properties=species:S:1:pos:R:3:forces:R:3:lowdin_charge:R:1
C -1.038 0.160 0.396 -0.15 0.70 0.20 -0.2799
C 2.569 0.031 -0.105 -2.98 -5.23 2.23 0.1778
N -2.365 0.432 0.105 -1.57 -1.68 -2.47 0.0440
N -0.223 -0.742 -0.055 0.26 0.07 0.48 -0.1429
O -0.509 -1.659 -0.855 0.05 0.50 -0.44 -0.1055
H -0.787 0.685 1.292 1.13 0.54 0.03 0.0972
H 2.931 0.907 -0.479 0.64 2.28 -0.87 -0.0543
H 2.549 -0.935 -0.703 0.18 1.66 0.65 0.0257
H 2.328 -0.176 0.994 0.75 0.75 -1.76 0.0171
H -2.640 1.427 0.119 0.42 -1.09 0.07 0.0922
H -2.815 -0.131 -0.707 1.26 1.49 1.89 0.1285
```
Forces are in eV/Å.

Computed properties:
gap between HOMO and LUMO (alpha / beta) = 5.268 / 5.168 eV
spin multiplicity = 1
total energy = -264.30029 a.u.
highest occupied orbital energy (alpha / beta) = -7.2239 / -7.3378 eV

=====

An isolated molecule of C2H6N2O in a non-equilibrium geometry, computed with wB97M-V/def2-TZVPD.

The geometry in XYZ format:
```
11
Properties=species:S:1:pos:R:3:forces:R:3:lowdin_charge:R:1
C 1.911 0.753 -0.162 0.04 -2.64 1.56 -0.0542
C -0.225 0.013 -0.440 -5.46 -3.77 -0.14 -0.3926
H 1.747 -0.134 0.608 1.40 2.28 -0.51 0.1198
H 1.474 1.685 0.186 1.67 0.53 0.88 0.0920
H 2.953 0.647 -0.675 -2.28 0.74 0.80 0.1272
H -0.872 -0.548 -1.228 0.76 1.20 0.82 0.1469
H -1.782 -1.659 0.010 -1.34 2.76 2.61 0.1196
H -1.724 -1.409 1.710 -1.40 1.54 -2.18 0.0940
N -0.663 -0.097 0.766 0.41 0.80 -1.01 -0.0706
N -2.001 -0.802 0.814 4.04 -4.13 -0.24 -0.0699
O 0.842 0.389 -1.007 2.18 0.69 -2.59 -0.1120
```
Forces are in eV/Å.

Computed properties:
gap between HOMO and LUMO = 10.082 eV
spin multiplicity = 1
total energy = -264.41868 a.u.
highest occupied orbital energy = -9.1685 eV

=====

An isolated molecule of C2H6N2O in a non-equilibrium geometry, computed with wB97M-V/def2-TZVPD.

The geometry in XYZ format:
```
11
Properties=species:S:1:pos:R:3:forces:R:3:lowdin_charge:R:1
C 1.643 -0.064 1.050 -0.47 -0.02 -0.20 -0.0851
C -0.386 -0.013 -0.381 -0.19 0.48 1.00 -0.6980
H 1.615 -0.700 1.981 -0.17 0.47 -1.08 0.0840
H 1.998 -0.648 0.157 -0.28 0.65 1.05 0.0884
H 2.300 0.788 1.274 0.02 -0.41 -0.26 0.0676
H -0.394 0.468 1.572 2.17 0.55 -2.19 0.1577
H -2.384 0.113 0.516 2.21 0.20 -3.39 0.1582
H -2.207 -0.271 -1.280 0.73 0.57 1.53 0.1125
N 0.298 0.520 0.708 -2.29 -0.98 3.47 -0.0265
N -1.767 0.173 -0.436 -2.32 -0.61 2.11 0.0899
O 0.226 -0.518 -1.268 0.60 -0.90 -2.02 0.0512
```
Forces are in eV/Å.

Computed properties:
gap between HOMO and LUMO = 10.391 eV
spin multiplicity = 1
total energy = -264.55619 a.u.
highest occupied orbital energy = -9.7083 eV

=====

An isolated molecule of C2H6N2O in a non-equilibrium geometry, computed with wB97M-V/def2-TZVPD.

The geometry in XYZ format:
```
11
Properties=species:S:1:pos:R:3:forces:R:3:lowdin_charge:R:1
C 0.057 0.825 0.223 -3.82 -1.88 0.13 -0.1661
C 0.966 -0.402 0.247 -0.62 0.62 -1.18 -0.2524
H -2.711 -0.371 -0.266 -0.67 0.22 -0.30 0.0706
H -1.458 -1.106 0.344 0.57 -0.29 0.44 0.0684
H 0.455 1.760 0.335 1.44 2.20 0.58 0.0694
H 1.173 -0.851 1.220 -0.01 0.37 0.11 0.1139
H 0.458 -1.220 -0.369 1.06 0.98 0.34 0.1150
H 1.806 0.753 -1.118 2.16 -2.61 3.27 0.1857
N -1.713 -0.386 -0.302 -1.41 -0.31 -0.14 -0.0337
N -1.239 0.874 -0.025 3.60 -1.00 0.16 -0.0277
O 2.205 0.124 -0.288 -2.30 1.70 -3.40 -0.1431
```
Forces are in eV/Å.

Computed properties:
gap between HOMO and LUMO = 10.110 eV
spin multiplicity = 1
total energy = -264.46441 a.u.
highest occupied orbital energy = -9.2647 eV

=====

An isolated molecule of C2H6N2O2 in a non-equilibrium geometry, computed with wB97M-V/def2-TZVPD.

The geometry in XYZ format:
```
12
Properties=species:S:1:pos:R:3:forces:R:3:lowdin_charge:R:1
C 0.944 1.130 -0.043 -0.10 -0.21 -0.16 -0.2213
N 0.349 -1.176 0.189 -0.50 -3.13 3.56 0.0716
C -0.135 0.044 -0.161 -0.55 1.49 -0.02 -0.4729
O -0.813 -2.118 0.799 -1.04 -0.17 -1.73 -0.0966
O 0.637 2.202 -0.882 -0.13 0.15 -0.04 -0.0642
N -1.279 0.394 -0.581 0.18 -0.08 0.20 0.1528
H -0.673 -2.937 0.298 -0.03 0.15 0.07 0.0892
H -0.317 2.130 -1.070 0.12 0.00 0.05 0.0676
H 0.350 -1.492 1.271 2.08 2.07 -1.72 0.1706
H -1.966 -0.354 -0.530 0.10 -0.12 -0.09 0.0588
H 1.930 0.736 -0.307 -0.10 -0.02 0.04 0.1190
H 0.974 1.441 1.017 -0.03 -0.13 -0.16 0.1253
```
Forces are in eV/Å.

Computed properties:
gap between HOMO and LUMO = 10.647 eV
spin multiplicity = 1
total energy = -339.66004 a.u.
highest occupied orbital energy = -10.3330 eV

=====

A structure of composition C2H6N2O2 in a non-equilibrium geometry, computed with wB97M-V/def2-TZVPD.

The geometry in XYZ format:
```
12
Properties=species:S:1:pos:R:3:forces:R:3:lowdin_charge:R:1
C -1.086 0.478 -0.982 0.92 -2.90 -5.65 -0.0897
C 0.659 -0.241 0.612 5.77 -1.97 0.71 -0.5103
H -1.132 1.449 -1.492 -0.52 -0.79 -0.68 0.0938
H -0.996 -0.492 -1.730 0.20 2.59 1.03 0.1349
H -2.053 0.249 -0.633 -0.73 0.06 2.32 0.0610
H -0.058 1.519 1.638 0.33 0.06 -5.16 0.2761
H 0.809 -1.902 -0.520 1.28 -0.05 1.01 0.0801
H 1.374 -2.219 1.106 -0.10 2.37 -2.23 0.1432
N 0.162 0.650 -0.310 -2.16 -1.33 1.83 -0.1683
N 1.395 -1.494 0.264 -3.97 -0.91 -0.17 0.0997
O -0.190 1.749 0.416 0.31 3.01 5.10 -0.1461
O 1.116 0.253 1.631 -1.33 -0.14 1.89 0.0256
```
Forces are in eV/Å.

Computed properties:
gap between HOMO and LUMO = 9.953 eV
spin multiplicity = 1
total energy = -339.64075 a.u.
highest occupied orbital energy = -9.4761 eV

=====

A structure of composition C2H6N2O2 in a non-equilibrium geometry, computed with wB97M-V/def2-TZVPD.

The geometry in XYZ format:
```
12
Properties=species:S:1:pos:R:3:forces:R:3:lowdin_charge:R:1
C 0.102 1.616 1.446 -0.34 -0.07 0.30 -0.0857
C -0.411 -0.547 0.467 -0.98 1.14 -0.15 -0.3878
N 0.223 0.548 0.479 0.60 -0.41 -0.01 -0.0393
N 0.155 -1.404 -2.184 0.10 0.34 0.18 0.0189
O 0.751 -1.123 -0.916 0.29 1.14 0.24 -0.2187
O -1.349 -1.237 0.644 0.69 -0.21 0.12 0.1486
H 0.985 -0.033 -0.667 -0.52 -1.97 -0.86 0.1634
H 0.135 -2.421 -2.229 0.06 0.15 0.11 0.0814
H -0.819 -1.100 -2.121 0.13 -0.10 0.06 0.0763
H 0.141 2.573 0.925 0.01 -0.11 0.03 0.0787
H 0.926 1.574 2.161 -0.03 0.03 -0.05 0.0804
H -0.839 1.551 1.996 0.02 0.07 0.02 0.0839
```
Forces are in eV/Å.

Computed properties:
gap between HOMO and LUMO = 10.540 eV
spin multiplicity = 1
total energy = -339.68034 a.u.
highest occupied orbital energy = -9.7212 eV

=====

A cluster of 2 separate species, C2H6N2O4 in total in a non-equilibrium geometry, computed with wB97M-V/def2-TZVPD.

The geometry in XYZ format:
```
14
Properties=species:S:1:pos:R:3:forces:R:3:lowdin_charge:R:1
C 0.216 -2.860 -0.274 -0.12 0.07 0.16 0.0553
N -0.285 -1.553 -0.642 -1.64 2.46 -2.06 -0.3976
O -0.026 -0.620 0.105 -0.34 -2.93 0.07 0.0183
O -0.938 -1.381 -1.682 1.09 -1.01 1.54 0.0847
H 0.762 -3.197 -1.155 0.03 -0.42 0.41 0.1134
H -0.687 -3.431 -0.058 0.33 -0.37 -0.09 0.1146
H 0.789 -2.629 0.624 0.20 -0.73 -0.25 0.1079
C 0.497 1.862 0.245 0.43 -0.90 0.77 0.0207
N -0.595 2.708 0.728 1.31 -1.18 -2.53 -0.4965
O -0.226 3.761 1.102 0.07 3.43 1.87 0.0764
O -1.719 2.345 0.562 -1.91 -0.52 0.29 0.0840
H 1.295 2.067 0.959 0.21 -0.24 -0.39 0.1019
H 0.795 2.088 -0.779 -0.27 0.50 0.15 0.1122
H 0.122 0.839 0.265 0.61 1.84 0.07 0.0046
```
Forces are in eV/Å.

Computed properties:
gap between HOMO and LUMO = 9.851 eV
spin multiplicity = 1
total energy = -490.03845 a.u.
highest occupied orbital energy = -10.4142 eV

=====

A cluster of 2 separate species, C2H6N2OPS in total in a non-equilibrium geometry, computed with wB97M-V/def2-TZVPD.

The geometry in XYZ format:
```
13
Properties=species:S:1:pos:R:3:forces:R:3:lowdin_charge:R:1
C -1.229 0.065 0.143 -0.32 -0.18 -0.48 -0.8659
C 2.256 -1.211 -0.125 -2.23 -0.10 -1.21 -0.2533
N -0.567 1.123 -0.270 -1.15 1.02 -0.39 0.1443
N -2.562 -0.008 0.093 -0.17 2.22 -0.54 0.1110
O 2.038 1.277 0.930 0.09 -0.60 -0.57 -0.4783
P 3.012 0.293 0.374 0.32 1.00 0.73 0.8868
S -0.452 -1.360 0.648 1.29 -0.65 0.59 0.9030
H 2.822 -2.141 -0.139 -0.27 -0.07 0.18 0.0275
H 1.522 -1.094 -0.982 1.10 -0.15 0.65 0.0129
H -1.164 1.816 -0.789 1.50 -0.54 0.93 0.1641
H 0.369 1.295 0.132 -0.30 0.32 -0.35 0.0591
H -3.132 0.896 -0.089 1.03 -2.57 0.43 0.1885
H -2.912 -0.952 0.073 -0.87 0.31 0.02 0.1004
```
Forces are in eV/Å.

Computed properties:
gap between HOMO and LUMO (alpha / beta) = 6.640 / 7.745 eV
spin multiplicity = 1
total energy = -1003.76360 a.u.
highest occupied orbital energy (alpha / beta) = -13.7709 / -14.1108 eV
total charge = +1

=====

A cluster of 2 separate species, C2H6N2OS in total in a non-equilibrium geometry, computed with wB97M-V/def2-TZVPD.

The geometry in XYZ format:
```
12
Properties=species:S:1:pos:R:3:forces:R:3:lowdin_charge:R:1
C -2.413 -0.213 0.265 0.36 -1.41 -1.71 -0.3291
C 0.284 0.696 -0.166 -0.95 4.19 2.11 -0.7670
H -2.395 0.464 1.110 0.27 -0.26 0.32 0.0156
H -2.955 -1.274 0.504 1.07 2.97 -0.87 0.0851
H -2.740 0.417 -0.635 -0.15 -1.45 1.34 0.0505
H 2.192 1.122 0.465 -0.47 -0.05 -0.26 0.1459
H 1.468 -1.670 0.676 1.37 2.24 -1.88 0.0672
H 2.804 -1.097 -1.026 -2.85 -0.21 4.68 0.2428
N 1.587 0.393 0.092 0.08 -0.35 0.39 -0.1821
N 2.122 -0.884 0.260 2.10 -1.17 -3.48 -0.1122
O -0.145 1.910 -0.048 1.27 -4.67 -0.92 -0.0752
S -0.650 -0.794 -0.236 -2.09 0.16 0.28 0.8583
```
Forces are in eV/Å.

Computed properties:
gap between HOMO and LUMO = 9.225 eV
spin multiplicity = 1
total energy = -662.60854 a.u.
highest occupied orbital energy = -9.1358 eV

=====

A cluster of 2 separate species, C2H6N2OS in total in a non-equilibrium geometry, computed with wB97M-V/def2-TZVPD.

The geometry in XYZ format:
```
12
Properties=species:S:1:pos:R:3:forces:R:3:lowdin_charge:R:1
C -2.063 -0.560 -0.911 0.84 1.21 1.40 -0.4842
C 1.746 0.602 -0.394 -0.12 -1.69 1.99 -0.0681
N -0.161 -0.288 1.272 0.40 -2.22 0.99 -0.0906
N 0.123 -1.172 0.291 0.63 1.35 -0.57 -0.0441
O 1.175 -0.713 -0.549 -0.92 -0.95 0.39 -0.2154
S -2.402 0.787 -0.163 -0.14 0.14 -0.23 0.6532
H -2.836 -0.980 -1.482 -0.76 -1.14 -1.22 -0.0659
H 2.826 0.444 -0.246 -0.33 0.10 0.09 0.0871
H 1.291 0.950 0.571 0.83 0.87 -1.40 0.0781
H 1.620 1.075 -1.340 -0.57 1.09 -0.29 0.0726
H -0.811 -0.775 1.916 0.58 0.60 -0.65 0.1149
H -0.507 0.630 1.034 -0.45 0.63 -0.49 -0.0376
```
Forces are in eV/Å.

Computed properties:
gap between HOMO and LUMO (alpha / beta) = 7.275 / 7.799 eV
spin multiplicity = 1
total energy = -662.49602 a.u.
highest occupied orbital energy (alpha / beta) = -7.7311 / -8.0293 eV

=====

An isolated molecule of C2H6N2OS in a non-equilibrium geometry, computed with wB97M-V/def2-TZVPD.

The geometry in XYZ format:
```
12
Properties=species:S:1:pos:R:3:forces:R:3:lowdin_charge:R:1
C -0.883 1.291 -0.538 -0.12 -0.13 0.01 -0.0874
C -0.282 -1.065 -0.283 2.72 0.44 0.60 -0.2998
H 0.211 1.421 -0.846 -2.12 0.21 -0.05 0.0144
H -1.672 1.050 -1.296 1.19 0.71 -0.17 0.0946
H -1.316 2.163 0.046 0.92 -1.11 -0.38 0.1018
H -2.555 -0.625 1.213 1.10 1.32 -2.51 0.1743
H -0.877 -1.944 -0.488 -0.17 -0.05 -0.24 0.1226
H 1.029 0.799 1.298 1.04 -0.89 -1.71 -0.0617
N -0.946 0.031 0.280 1.25 0.91 -0.37 -0.3144
N 1.019 -1.152 -0.367 -1.52 1.67 0.60 -0.2886
O -2.279 -0.207 0.299 -3.76 -2.14 2.95 -0.0983
S 1.868 0.330 0.201 -0.52 -0.94 1.26 0.6423
```
Forces are in eV/Å.

Computed properties:
gap between HOMO and LUMO = 9.103 eV
spin multiplicity = 1
total energy = -662.61056 a.u.
highest occupied orbital energy = -8.5411 eV